115
Properties=species:S:1:pos:R:3:forces:R:3:lowdin_spin:R:1 method="wB97M-V/def2-TZVPD" gap_ev="6.511 / 4.274" multiplicity=3 charge=+4
W -0.34794 -1.62265 0.91164 0.08 0.03 0.09 0.949
C -0.16771 -2.57027 5.18982 0.02 0.01 -0.02 0.001
C -0.72241 -1.91646 4.10732 -0.05 -0.04 -0.04 0.002
N -0.16382 -2.35196 2.96297 0.03 -0.14 0.23 -0.002
N 0.74423 -3.29996 3.31005 -0.02 -0.05 -0.02 0.001
C 0.76958 -3.43147 4.63885 -0.01 0.02 0.02 0.001
B 1.49994 -4.06614 2.19453 0.01 0.00 -0.01 0.001
N 2.35626 -2.98750 1.44544 0.01 0.09 0.09 0.006
C 3.66687 -2.91394 1.21097 -0.04 -0.01 -0.02 0.007
C 3.94476 -1.71794 0.55713 0.00 -0.03 0.02 0.005
C 2.72436 -1.09750 0.42643 -0.02 0.00 -0.05 0.010
N 1.75093 -1.84997 0.97688 0.03 -0.21 -0.11 0.016
N 0.38750 -4.56255 1.22012 -0.02 -0.05 0.06 0.008
C 0.18900 -5.79917 0.75621 -0.03 0.05 0.01 0.009
C -0.97243 -5.80546 -0.00705 0.01 0.01 0.01 0.005
C -1.42992 -4.50342 0.03587 -0.02 0.02 0.01 0.004
N -0.61280 -3.75297 0.79447 0.25 -0.05 -0.11 0.007
N 2.27169 -5.22617 2.71278 0.04 -0.05 -0.05 0.000
C 1.83664 -6.21606 3.55705 0.02 -0.04 0.03 0.000
C 2.68448 -7.27797 3.43593 -0.04 0.04 -0.01 0.000
C 3.61866 -6.87547 2.45541 -0.06 0.04 0.04 0.000
N 3.36098 -5.66456 2.01143 0.03 0.09 -0.07 0.000
H -0.40478 -2.44280 6.23129 0.00 0.00 0.01 0.000
H -1.48517 -1.15662 4.09152 -0.02 0.01 0.01 0.000
H 1.45308 -4.11674 5.11179 0.00 0.01 0.01 0.000
H 4.30132 -3.73537 1.49878 0.03 -0.02 0.02 0.001
H 4.90596 -1.37334 0.22107 0.03 0.02 0.00 0.000
H 2.49242 -0.16627 -0.05878 -0.02 0.01 -0.01 0.000
H 0.87398 -6.59432 1.00438 0.01 -0.02 0.00 0.001
H -1.41965 -6.64649 -0.50694 -0.01 -0.01 -0.01 0.000
H -2.30181 -4.06768 -0.42513 0.00 0.00 -0.02 0.000
H 0.95823 -6.10203 4.17096 -0.01 -0.02 -0.01 0.000
H 2.64862 -8.20811 3.97486 0.00 -0.02 0.01 0.000
H 4.46196 -7.42357 2.06693 0.01 0.00 0.00 0.000
C 0.84811 -2.64814 -2.78908 0.02 0.02 0.02 -0.006
C -0.37700 -2.04167 -2.17198 0.21 -0.17 -0.02 -0.007
C -1.33816 -1.40974 -3.08255 -0.02 0.00 0.01 -0.006
C -2.16801 -0.42908 -2.71646 0.04 -0.01 0.01 0.003
N -2.51280 -0.11904 -1.37351 -0.04 -0.04 -0.01 -0.001
N -0.47876 -2.02057 -0.91007 -0.45 0.21 -0.06 -0.078
B -2.35268 0.89131 0.94996 0.12 0.01 -0.02 0.004
N -3.15276 -0.33813 1.33055 -0.05 -0.04 0.01 0.009
C -4.43337 -0.50479 1.67979 0.03 -0.02 0.00 0.003
C -4.59734 -1.78105 2.15944 0.03 0.02 0.01 0.000
C -3.34110 -2.38277 2.09083 -0.02 0.00 0.02 0.003
C -3.07675 -3.75630 2.61741 -0.01 0.02 -0.02 0.000
N -2.45378 -1.50461 1.55145 -0.15 0.01 -0.07 0.009
N -1.23298 1.11084 2.00082 0.01 0.04 -0.04 0.004
C -0.96421 2.18732 2.75706 0.01 0.00 0.02 0.002
C 0.19063 1.95845 3.46626 -0.05 -0.04 -0.01 0.000
C 0.60572 0.67278 3.10432 0.07 0.00 0.01 0.003
C 1.80446 -0.02928 3.64796 0.04 0.03 -0.02 0.000
N -0.26064 0.17008 2.20627 -0.07 0.09 0.04 0.004
N -3.13587 2.19335 0.75730 0.01 0.00 0.02 0.000
C -4.10744 2.92844 1.31018 0.02 0.00 -0.02 0.000
C -4.29778 4.07180 0.55510 -0.01 -0.01 0.00 0.000
C -3.38753 4.00545 -0.49790 0.01 0.00 0.03 0.000
C -3.17863 4.94217 -1.63428 0.01 0.02 -0.01 0.000
N -2.68816 2.87021 -0.33317 -0.03 0.00 -0.08 0.000
H 0.54453 -3.54557 -3.33608 -0.01 -0.01 0.00 0.000
H 1.57736 -2.92365 -2.03057 0.01 -0.01 0.00 0.000
H 1.30076 -1.96880 -3.51052 -0.02 -0.02 0.01 0.000
H -1.21697 -1.63123 -4.13531 0.00 -0.01 -0.01 0.000
H -2.67349 0.14998 -3.48313 0.00 0.01 -0.01 0.000
H -5.15193 0.28956 1.56479 -0.01 0.01 0.00 0.000
H -5.50132 -2.22879 2.53435 -0.02 -0.01 0.01 0.000
H -3.58554 -4.49862 2.00100 0.02 -0.01 -0.01 0.000
H -3.51541 -3.81988 3.61365 -0.01 -0.01 0.00 0.000
H -2.02949 -4.01544 2.68396 0.03 0.02 0.01 0.000
H -1.61929 3.04321 2.75961 0.00 0.01 0.00 0.000
H 0.66203 2.60959 4.18185 0.01 0.01 0.01 0.000
H 2.71180 0.50085 3.35413 0.00 0.00 0.00 0.000
H 1.88771 -1.05855 3.31910 0.01 0.03 0.00 0.000
H 1.76349 -0.01250 4.73717 0.01 0.00 -0.01 0.000
H -4.60864 2.60395 2.20816 -0.01 0.00 0.01 0.000
H -5.01837 4.85142 0.73326 -0.01 0.01 0.00 0.000
H -4.08254 4.98347 -2.24284 0.00 -0.01 0.00 0.000
H -2.34068 4.64883 -2.26559 0.00 0.00 0.01 0.000
H -2.99698 5.94743 -1.25326 0.00 0.00 0.00 0.000
Cl 4.00523 -0.94763 -3.80072 0.01 0.00 0.00 0.000
C 3.15379 0.48856 -3.38604 0.04 0.02 0.02 0.000
C 1.90290 0.73769 -3.93426 -0.02 0.01 0.01 0.000
C 1.22638 1.89342 -3.58393 0.00 -0.01 0.03 0.000
C 1.78016 2.82802 -2.71273 0.05 0.02 -0.01 0.000
C 1.00107 4.05757 -2.29341 0.07 -0.03 0.03 0.000
C 0.34668 3.84480 -0.92194 0.06 -0.01 0.02 0.000
N -0.28489 2.54859 -0.71560 -0.04 -0.01 0.01 0.002
C -1.63751 2.18128 -1.08579 0.01 -0.04 0.04 0.002
C -1.70637 0.72654 -0.56502 -0.01 0.06 0.04 0.008
N -0.28226 0.33604 -0.33340 0.05 0.05 0.02 0.004
C 0.38933 1.43846 -0.34324 -0.04 0.04 -0.01 0.003
O -0.01964 4.40413 -3.22018 -0.04 0.06 -0.04 0.006
C 0.45377 4.84611 -4.49186 -0.02 0.00 -0.01 0.002
C 1.03338 6.24003 -4.47819 0.05 0.01 0.01 0.091
C 0.24740 7.42686 -4.57409 -0.02 0.00 0.02 0.284
Cl -1.40629 7.48225 -4.67487 0.03 0.01 0.00 0.175
S 1.18767 8.88070 -4.62746 0.03 -0.02 0.00 -0.001
C 2.60016 7.95869 -4.52888 -0.04 0.06 -0.01 0.321
C 2.36893 6.56616 -4.45736 -0.06 -0.04 -0.02 0.108
C 3.04377 2.55452 -2.18914 -0.01 -0.02 0.02 0.000
Cl 3.79465 3.65863 -1.07498 -0.05 0.00 -0.02 0.000
C 3.73397 1.39520 -2.51035 -0.02 0.00 -0.03 0.000
H 1.47824 0.04485 -4.64700 -0.01 0.00 -0.03 0.000
H 0.24960 2.08497 -4.01232 0.00 0.00 0.00 0.000
H 1.68844 4.90223 -2.16428 -0.01 -0.02 -0.04 0.000
H -0.38710 4.62926 -0.73605 -0.02 0.00 -0.01 0.000
H 1.12586 3.94854 -0.16553 -0.02 0.00 0.01 0.000
H -1.83288 2.32032 -2.15081 0.02 0.02 0.00 0.000
H -2.83224 -0.93616 -0.87359 -0.01 0.00 0.00 0.000
H 1.42156 1.54484 -0.03436 0.03 -0.04 0.02 0.000
H -0.41117 4.81886 -5.15360 0.02 -0.01 -0.01 0.001
H 1.20734 4.16282 -4.88869 0.00 0.01 0.01 0.000
H 3.56685 8.44530 -4.53819 0.01 0.01 0.00 0.012
H 3.18073 5.85271 -4.42389 0.00 -0.02 0.00 0.002
H 4.71929 1.21549 -2.10271 0.01 0.00 0.00 0.000

104
Properties=species:S:1:pos:R:3:forces:R:3:lowdin_spin:R:1 method="wB97M-V/def2-TZVPD" gap_ev="7.516 / 4.872" multiplicity=6 charge=+3
Ir -0.13471 -0.02198 -0.06424 0.20 -0.31 0.20 2.431
C 2.15448 -1.23261 -4.15700 0.02 0.13 -0.08 0.028
C 3.02258 -1.20870 -2.95616 0.12 0.07 0.30 0.178
N 4.20586 -1.77918 -2.99652 0.19 0.02 0.30 -0.016
C 4.97044 -1.77984 -1.89430 -0.24 0.06 -0.28 0.239
C 4.59752 -1.24173 -0.63315 0.39 -0.17 -0.22 0.044
C 5.59210 -1.39163 0.50630 0.10 0.11 -0.07 0.002
O 5.79128 -0.21295 1.27015 -0.09 -0.09 -0.09 0.000
C 3.36011 -0.65467 -0.53072 -0.45 0.18 0.19 0.082
C 2.97275 -0.02813 0.74470 0.12 0.06 -0.26 0.005
N 1.80014 0.24362 1.18482 -0.26 -0.08 -0.09 0.114
C 1.73980 0.76189 2.52938 0.05 -0.11 0.10 0.008
C 2.74836 0.50574 3.46385 0.09 -0.12 -0.02 0.007
C 2.68329 0.99985 4.75484 0.02 0.00 0.03 0.000
C 1.59465 1.75628 5.16608 0.02 -0.04 -0.01 0.006
C 0.56638 2.00239 4.27099 0.01 -0.03 0.06 0.002
C 0.65380 1.49894 2.98345 -0.22 0.10 -0.11 0.008
I -0.92534 1.95062 1.69097 0.08 0.23 0.01 0.096
C 2.53023 -0.59642 -1.71048 0.23 0.04 -0.06 0.099
O 1.40776 -0.04302 -1.71508 -0.34 0.10 -0.29 0.323
H 2.73372 -1.57447 -5.01014 -0.01 -0.01 0.00 0.000
H 1.73924 -0.23884 -4.35368 0.00 -0.08 0.03 0.008
H 1.30523 -1.90483 -3.99520 0.02 0.04 0.04 0.011
H 5.95932 -2.21223 -2.02154 -0.08 0.01 0.07 0.010
H 6.53332 -1.75531 0.09505 0.02 -0.03 0.03 0.000
H 5.22646 -2.16380 1.18258 -0.02 -0.06 0.10 0.001
H 6.56856 0.25994 0.95654 0.04 -0.01 -0.01 0.000
H 3.82440 0.23165 1.35762 0.12 -0.02 0.01 0.002
H 3.60304 -0.10412 3.19632 -0.07 0.00 0.05 0.000
H 3.48766 0.77615 5.44527 -0.06 0.03 -0.04 0.000
H 1.53643 2.13935 6.17671 0.00 -0.01 -0.04 0.000
H -0.30108 2.57414 4.57698 0.07 0.00 -0.02 0.002
C -0.54136 -2.38584 2.86508 -0.08 0.10 -0.05 0.003
O -1.29229 -1.74130 1.81599 0.14 -0.14 0.04 0.035
C -2.64792 -1.69439 1.95844 0.19 -0.11 0.22 0.001
C -3.33204 -2.29087 3.00403 0.02 -0.03 -0.02 0.048
C -4.72333 -2.22946 3.06415 0.10 -0.11 0.26 -0.003
Br -5.61334 -3.09100 4.46867 -0.03 -0.02 0.05 -0.003
C -5.43097 -1.54294 2.11819 -0.12 0.17 -0.31 0.031
C -4.74131 -0.88979 1.07620 -0.08 -0.11 0.00 0.022
C -3.34948 -1.00459 0.97322 -0.15 0.26 -0.21 0.041
O -2.61990 -0.52368 -0.08780 -0.15 0.01 0.59 0.067
C -5.54725 -0.13745 0.14678 -0.09 0.06 -0.01 0.126
N -6.81467 -0.49187 -0.16612 0.33 0.03 0.19 0.093
C -7.25677 0.43514 -1.00231 -0.06 0.21 -0.18 0.135
C -8.54100 0.52882 -1.63309 0.23 -0.21 0.24 0.093
C -8.75743 1.60457 -2.42561 0.13 0.41 -0.21 0.022
C -7.74044 2.59388 -2.62244 -0.04 -0.09 0.04 0.250
C -6.46309 2.52296 -2.03156 -0.21 0.25 -0.21 0.022
C -6.24515 1.44188 -1.23598 -0.17 -0.36 0.07 0.108
N -5.15378 1.01016 -0.49543 -0.23 -0.26 -0.01 0.003
H -0.70592 -1.88555 3.82026 -0.01 0.02 -0.02 0.000
H 0.50331 -2.29407 2.58423 0.01 0.02 -0.04 0.001
H -0.80965 -3.43900 2.94168 0.00 -0.01 -0.03 0.000
H -2.80165 -2.82919 3.77719 -0.02 0.02 -0.04 0.002
H -6.50932 -1.47544 2.16686 0.05 0.00 -0.04 0.001
H -3.15529 -0.01145 -0.70392 0.05 -0.07 -0.27 0.001
H -9.29168 -0.23290 -1.46242 0.08 0.02 0.02 0.002
H -9.71178 1.72820 -2.92050 0.06 0.07 -0.01 -0.002
H -7.96346 3.44166 -3.26110 0.00 -0.07 0.04 0.011
H -5.71544 3.28854 -2.20148 -0.07 -0.02 -0.04 -0.002
H -4.37694 1.59944 -0.23434 -0.04 -0.03 0.05 -0.001
C -3.24432 -2.11755 -2.69667 -0.04 -0.04 0.05 0.001
C -1.88820 -2.76471 -3.01655 0.00 0.14 0.14 0.002
C -1.69716 -2.80344 -4.53002 0.03 0.05 -0.12 0.001
C -1.84293 -4.17906 -2.45085 0.05 -0.10 -0.01 0.001
N -0.73529 -1.98041 -2.51063 0.42 -0.35 -0.18 0.015
N -0.37044 -2.04701 -1.12602 -0.15 0.59 0.01 0.076
H -4.04776 -2.63656 -3.22758 0.09 0.05 0.05 0.000
H -3.24644 -1.06744 -3.01711 -0.03 -0.13 0.05 0.000
H -3.46709 -2.17729 -1.62689 0.00 0.01 -0.12 0.000
H -2.52088 -3.34386 -5.00253 0.06 0.06 0.04 0.000
H -0.76299 -3.30740 -4.78614 -0.07 0.04 0.01 0.000
H -1.67428 -1.78885 -4.94697 0.02 -0.12 0.05 0.000
H -2.55135 -4.80744 -2.99379 0.04 0.04 0.05 0.000
H -2.13359 -4.22610 -1.39514 0.05 0.01 -0.06 0.000
H -0.84964 -4.61864 -2.57052 -0.06 0.02 0.01 0.000
H -0.72127 -1.01701 -2.81389 -0.28 0.13 0.10 0.001
H 0.53611 -2.49363 -1.05848 0.03 -0.32 -0.11 0.003
H -1.02132 -2.62893 -0.61289 -0.18 0.02 0.10 0.003
O -1.25907 1.34227 -1.57787 0.02 -0.08 -0.07 0.082
S -0.58932 2.45216 -2.40241 0.12 -0.08 0.03 0.008
C -0.88395 2.03658 -4.10223 0.03 -0.11 0.03 0.001
C -2.01471 1.30845 -4.44658 -0.06 0.04 -0.07 0.000
C -2.21406 0.98218 -5.77835 0.00 0.01 0.00 0.000
C -1.29312 1.38773 -6.74228 -0.02 -0.03 0.00 0.000
C -0.17001 2.11800 -6.38098 0.01 0.02 0.00 0.000
C 0.04886 2.43984 -5.04611 0.08 0.00 0.00 0.001
C -1.69130 3.84398 -2.22842 -0.05 -0.01 0.03 0.004
C -1.44534 4.98448 -2.98065 0.00 0.03 -0.04 0.001
C -2.27076 6.08559 -2.81516 -0.02 0.02 0.04 0.000
C -3.31992 6.04488 -1.90146 0.00 0.01 -0.02 0.000
C -3.54638 4.90155 -1.14752 0.03 0.02 -0.02 0.000
C -2.72308 3.79292 -1.30774 -0.10 0.03 0.06 0.001
H -2.72240 1.00890 -3.68065 0.05 0.03 -0.06 0.000
H -3.09114 0.41841 -6.07241 0.04 0.01 0.01 0.000
H -1.45314 1.12776 -7.78177 0.00 0.03 0.06 0.000
H 0.54018 2.43324 -7.13464 -0.02 -0.02 0.03 0.000
H 0.93558 2.99322 -4.75015 -0.07 -0.06 -0.02 0.000
H -0.62601 5.01960 -3.69222 -0.07 0.00 0.06 0.000
H -2.08912 6.98292 -3.39278 -0.02 -0.04 0.02 0.000
H -3.95196 6.91367 -1.76798 0.03 -0.03 -0.01 0.000
H -4.35209 4.88273 -0.42253 0.04 0.02 0.00 0.000
H -2.86186 2.89853 -0.70956 0.09 0.05 -0.05 0.001

Number 1: molar mass 1185.859 g/mol. Number 2: molar mass 1168.973 g/mol.